w:
Density functional theory data (ωB97M-V/def2-TZVPD) for a molecular structure, C39H44Cl3INO4P2S2ScSi.

Computed properties:
orbital gap	6.714	eV
multiplicity	1
charge	-2
LUMO level	4.16	eV

Last column: Löwdin charge in e.
Geometry (Å):
Sc (0.833, 1.006, -0.038)  0.44
I (1.571, 0.660, -2.857)  0.24
C (3.568, -0.035, 0.026)  -0.34
C (4.481, 0.908, -0.397)  -0.07
C (5.644, 0.564, -1.106)  -0.08
C (5.918, -0.744, -1.375)  -0.06
C (4.964, -1.741, -1.059)  -0.17
C (5.239, -3.100, -1.347)  -0.05
C (4.309, -4.068, -1.106)  -0.09
C (3.023, -3.687, -0.675)  -0.10
C (2.707, -2.380, -0.401)  -0.27
P (0.925, -1.916, -0.289)  1.02
C (0.233, -2.713, -1.786)  -0.38
C (-1.116, -3.063, -1.773)  -0.12
C (-1.739, -3.527, -2.921)  -0.08
C (-1.021, -3.650, -4.101)  -0.11
C (0.322, -3.300, -4.126)  -0.10
C (0.945, -2.827, -2.980)  -0.16
C (0.335, -3.034, 1.039)  -0.36
C (0.227, -2.513, 2.324)  -0.12
C (-0.206, -3.298, 3.380)  -0.07
C (-0.554, -4.623, 3.160)  -0.10
C (-0.466, -5.151, 1.881)  -0.09
C (-0.026, -4.362, 0.828)  -0.10
C (3.726, -1.381, -0.461)  -0.13
H (4.288, 1.943, -0.152)  0.11
H (6.337, 1.344, -1.401)  0.10
H (6.842, -1.041, -1.860)  0.10
H (6.208, -3.352, -1.764)  0.10
H (4.523, -5.110, -1.312)  0.09
H (2.248, -4.441, -0.631)  0.10
H (-1.692, -2.990, -0.860)  0.02
H (-2.793, -3.778, -2.873)  0.10
H (-1.507, -4.006, -5.003)  0.09
H (0.887, -3.371, -5.049)  0.09
H (1.981, -2.522, -3.026)  0.07
H (0.459, -1.472, 2.492)  0.06
H (-0.300, -2.861, 4.367)  0.10
H (-0.920, -5.232, 3.978)  0.09
H (-0.764, -6.176, 1.691)  0.09
H (0.001, -4.781, -0.171)  0.10
C (-3.128, 1.253, -2.146)  -0.07
C (-4.036, 0.070, -2.412)  -0.44
C (-5.507, 0.458, -2.423)  -0.06
O (-3.849, -1.058, -1.535)  -0.33
P (-3.611, -1.097, 0.055)  -0.13
S (-3.995, -2.939, 0.618)  0.19
S (-1.844, -0.356, 0.612)  0.29
O (-4.771, -0.071, 0.532)  -0.33
C (-4.765, 0.548, 1.834)  -0.51
C (-5.182, -0.436, 2.912)  -0.07
C (-5.702, 1.734, 1.734)  -0.07
H (-3.305, 1.997, -2.929)  0.08
H (-2.079, 0.971, -2.171)  0.05
H (-3.326, 1.715, -1.178)  0.06
H (-3.776, -0.344, -3.390)  0.14
H (-5.793, 0.885, -1.462)  0.06
H (-6.129, -0.419, -2.613)  0.08
H (-5.689, 1.196, -3.209)  0.07
H (-3.753, 0.900, 2.035)  0.03
H (-6.180, -0.831, 2.707)  0.08
H (-5.184, 0.071, 3.881)  0.08
H (-4.485, -1.273, 2.957)  0.04
H (-6.722, 1.399, 1.526)  0.08
H (-5.375, 2.404, 0.939)  0.06
H (-5.694, 2.293, 2.672)  0.08
O (-0.436, 2.561, -0.916)  -0.21
C (0.505, 3.384, -0.778)  -0.69
O (1.591, 3.013, -0.238)  -0.14
C (0.331, 4.792, -1.236)  -0.11
C (-0.839, 5.157, -1.889)  0.00
C (-1.010, 6.465, -2.315)  -0.09
C (-0.016, 7.407, -2.081)  -0.11
C (1.150, 7.041, -1.421)  -0.09
C (1.325, 5.732, -0.998)  -0.01
H (-1.600, 4.403, -2.043)  0.12
H (-1.922, 6.753, -2.824)  0.10
H (-0.153, 8.430, -2.411)  0.09
H (1.920, 7.779, -1.232)  0.09
H (2.219, 5.419, -0.475)  0.12
Cl (0.289, 4.102, 2.844)  0.07
Si (-0.729, 2.339, 2.086)  -0.47
Cl (-2.515, 3.357, 1.491)  0.16
Cl (-1.410, 1.470, 3.925)  0.10
C (1.974, 0.783, 3.295)  -0.11
C (3.107, 0.470, 2.322)  -0.60
C (4.125, 1.614, 2.480)  -0.05
C (3.776, -0.843, 2.758)  -0.04
N (2.549, 0.317, 0.953)  -0.12
H (2.298, 0.608, 4.324)  0.09
H (1.090, 0.177, 3.117)  0.02
H (1.681, 1.831, 3.223)  0.00
H (4.315, 1.772, 3.546)  0.08
H (3.715, 2.537, 2.066)  0.08
H (5.080, 1.395, 2.002)  0.07
H (4.144, -0.757, 3.784)  0.08
H (4.624, -1.090, 2.114)  0.08
H (3.061, -1.668, 2.709)  0.08

x:
Density functional theory data (ωB97M-V/def2-TZVPD) for a molecular structure, C39H44Cl3INO4P2S2ScSi.

Computed properties:
orbital gap	5.150	eV
multiplicity	1
charge	-2
LUMO level	3.76	eV

Last column: Löwdin charge in e.
Geometry (Å):
Sc (-0.005, -0.793, -0.429)  0.33
I (0.619, 2.824, 0.076)  1.09
C (-0.656, 4.225, 0.942)  -0.62
C (-0.120, 5.482, 0.899)  -0.21
C (-0.767, 6.604, 1.464)  -0.10
C (-1.952, 6.428, 2.086)  -0.07
C (-2.553, 5.142, 2.155)  -0.17
C (-3.792, 5.054, 2.833)  -0.06
C (-4.432, 3.868, 2.943)  -0.07
C (-3.858, 2.729, 2.346)  -0.11
C (-2.672, 2.732, 1.666)  -0.27
P (-2.272, 1.050, 0.824)  1.08
C (-2.745, 0.002, 2.283)  -0.38
C (-3.851, -0.830, 2.397)  -0.11
C (-4.017, -1.649, 3.510)  -0.09
C (-3.077, -1.648, 4.528)  -0.09
C (-1.968, -0.814, 4.430)  -0.08
C (-1.805, -0.002, 3.319)  -0.10
C (-3.770, 0.989, -0.257)  -0.35
C (-4.388, 2.146, -0.728)  -0.10
C (-5.475, 2.083, -1.593)  -0.10
C (-5.982, 0.853, -1.990)  -0.11
C (-5.358, -0.307, -1.552)  -0.09
C (-4.249, -0.238, -0.721)  -0.13
C (-1.943, 3.983, 1.567)  -0.16
H (0.842, 5.613, 0.422)  0.06
H (-0.305, 7.583, 1.407)  0.10
H (-2.473, 7.260, 2.546)  0.10
H (-4.208, 5.960, 3.261)  0.10
H (-5.379, 3.789, 3.463)  0.10
H (-4.404, 1.796, 2.419)  0.10
H (-4.596, -0.857, 1.612)  0.09
H (-4.879, -2.304, 3.565)  0.10
H (-3.193, -2.307, 5.380)  0.09
H (-1.209, -0.820, 5.204)  0.10
H (-0.918, 0.617, 3.233)  0.10
H (-4.018, 3.120, -0.428)  0.10
H (-5.923, 3.001, -1.955)  0.09
H (-6.838, 0.801, -2.654)  0.09
H (-5.710, -1.277, -1.884)  0.10
H (-3.733, -1.157, -0.464)  0.01
C (-4.315, -4.385, -1.715)  -0.09
C (-4.069, -5.599, -0.835)  -0.46
C (-3.840, -6.857, -1.659)  -0.06
O (-3.010, -5.475, 0.127)  -0.34
P (-1.563, -4.766, 0.007)  -0.14
S (-0.457, -5.491, 1.434)  0.23
S (-1.860, -2.795, -0.158)  0.40
O (-1.170, -5.329, -1.451)  -0.33
C (-0.030, -4.942, -2.270)  -0.44
C (-0.402, -3.795, -3.192)  -0.07
C (1.228, -4.666, -1.468)  -0.10
H (-5.201, -4.584, -2.327)  0.08
H (-3.467, -4.187, -2.371)  0.06
H (-4.484, -3.487, -1.123)  0.04
H (-4.953, -5.749, -0.210)  0.13
H (-2.981, -6.723, -2.317)  0.07
H (-4.726, -7.076, -2.263)  0.07
H (-3.638, -7.705, -1.003)  0.08
H (0.135, -5.832, -2.881)  0.13
H (-0.552, -2.862, -2.651)  0.02
H (-1.325, -4.019, -3.732)  0.08
H (0.401, -3.643, -3.918)  0.08
H (1.093, -3.822, -0.789)  0.02
H (2.038, -4.420, -2.160)  0.07
H (1.513, -5.522, -0.858)  0.06
O (1.000, -2.272, 0.948)  -0.16
C (1.059, -1.355, 1.786)  -0.60
O (0.756, -0.145, 1.473)  -0.22
C (1.459, -1.655, 3.196)  -0.12
C (1.546, -2.982, 3.598)  0.00
C (1.888, -3.276, 4.912)  -0.08
C (2.150, -2.249, 5.813)  -0.11
C (2.068, -0.922, 5.403)  -0.10
C (1.717, -0.625, 4.092)  -0.03
H (1.319, -3.756, 2.874)  0.07
H (1.948, -4.309, 5.233)  0.10
H (2.415, -2.483, 6.838)  0.09
H (2.276, -0.122, 6.104)  0.09
H (1.643, 0.397, 3.742)  0.12
Cl (3.247, -1.604, -3.699)  0.05
Si (2.490, -1.322, -1.709)  -0.44
Cl (3.123, 0.762, -1.405)  0.00
Cl (4.058, -2.278, -0.600)  0.07
C (-0.016, 0.172, -4.108)  -0.10
C (-1.169, 0.540, -3.170)  -0.77
C (-2.458, -0.108, -3.706)  -0.07
C (-1.358, 2.069, -3.245)  -0.09
N (-0.899, 0.113, -1.821)  -0.20
H (-0.183, 0.540, -5.131)  0.07
H (0.106, -0.913, -4.145)  0.05
H (0.915, 0.604, -3.732)  0.05
H (-2.553, 0.009, -4.794)  0.07
H (-3.338, 0.342, -3.238)  0.05
H (-2.453, -1.176, -3.461)  0.07
H (-1.684, 2.395, -4.243)  0.07
H (-0.419, 2.576, -3.005)  0.04
H (-2.111, 2.384, -2.515)  0.05

Energetically preferred structure: w | next structure: +4.048 eV

w:
Density functional theory data (ωB97M-V/def2-TZVPD) for 2 unconnected molecules or ions with the total composition HI5Si2.

Computed properties:
orbital gap	6.017	eV
multiplicity	1
LUMO level	-1.97	eV

Last column: Löwdin charge in e.
Geometry (Å):
Si (-1.640, 0.550, 0.203)  -0.45
Si (1.447, -0.756, -0.419)  -0.95
I (-2.285, -0.503, 2.259)  0.35
I (-1.138, 2.908, 0.402)  0.32
I (2.729, 1.302, -0.976)  0.27
I (1.952, -1.752, 1.698)  0.35
I (1.559, -2.311, -2.337)  0.29
H (-2.625, 0.562, -0.830)  -0.17

x:
Density functional theory data (ωB97M-V/def2-TZVPD) for 2 unconnected molecules or ions with the total composition HI5Si2.

Computed properties:
orbital gap	7.408	eV
multiplicity	1
LUMO level	-1.61	eV

Last column: Löwdin charge in e.
Geometry (Å):
Si (-0.034, -1.742, -2.842)  0.31
Si (5.462, 0.110, 0.252)  -1.37
I (1.861, -2.190, -1.010)  0.00
I (5.450, -2.296, 0.907)  0.30
I (5.083, 0.298, -2.126)  0.35
I (4.047, 1.612, 1.631)  0.33
I (7.729, 0.871, 0.688)  0.34
H (-0.177, -3.213, -3.224)  -0.27

Energetically preferred structure: w | next structure: +0.120 eV

w:
Density functional theory data (ωB97M-V/def2-TZVPD) for a gas-phase ion, C3H8NO (charge -1).

Computed properties:
orbital gap	6.579	eV
multiplicity	1
charge	-1
LUMO level	4.29	eV

Last column: Löwdin charge in e.
Geometry (Å):
C (0.282, -1.579, -0.933)  -0.14
C (0.576, -0.187, -0.409)  -0.35
N (-0.635, 0.471, 0.029)  -0.11
C (-0.492, 1.356, 1.265)  -0.62
O (0.357, 2.350, 1.190)  -0.33
H (1.126, -2.048, -1.431)  0.04
H (-0.461, -1.509, -1.737)  0.05
H (-0.122, -2.206, -0.146)  0.06
H (1.162, 0.418, -1.119)  0.10
H (1.167, -0.249, 0.519)  0.10
H (-1.158, 0.965, -0.682)  0.07
H (-0.238, 0.574, 2.034)  0.07
H (-1.565, 1.643, 1.421)  0.06

x:
Density functional theory data (ωB97M-V/def2-TZVPD) for 2 unconnected molecules or ions with the total composition C3H8NO.

Computed properties:
orbital gap	5.999	eV
multiplicity	1
charge	-1
LUMO level	4.20	eV

Last column: Löwdin charge in e.
Geometry (Å):
C (-0.851, -2.465, 0.364)  -0.23
O (-0.506, -1.467, 1.283)  -0.19
H (0.063, -2.946, -0.040)  0.06
H (-1.396, -3.219, 0.940)  0.06
H (-1.421, -2.099, -0.497)  0.07
C (-0.180, 2.524, -0.528)  -0.16
C (0.927, 1.718, -0.543)  -0.51
N (1.048, 0.599, 0.190)  -0.09
H (-0.920, 2.463, 0.259)  -0.01
H (-0.328, 3.260, -1.313)  -0.03
H (1.771, 2.031, -1.177)  0.06
H (1.989, 0.239, 0.224)  -0.03
H (-0.195, -0.640, 0.838)  0.01

y:
Density functional theory data (ωB97M-V/def2-TZVPD) for a gas-phase ion, C3H8NO (charge -1).

Computed properties:
orbital gap	6.088	eV
multiplicity	1
charge	-1
LUMO level	4.14	eV

Last column: Löwdin charge in e.
Geometry (Å):
C (-0.073, 1.639, 1.030)  -0.13
C (0.428, 0.329, 0.379)  -0.33
N (-0.494, -0.326, -0.515)  -0.11
C (-0.282, -1.733, -0.906)  -0.57
O (0.901, -2.117, -1.511)  -0.42
H (-1.034, 1.925, 0.550)  0.05
H (-0.011, 1.692, 2.095)  0.02
H (0.693, 2.562, 0.692)  0.10
H (1.324, 0.647, -0.171)  0.09
H (0.682, -0.354, 1.173)  0.10
H (-0.720, 0.127, -1.386)  0.08
H (-0.258, -2.271, 0.061)  0.06
H (-1.156, -2.120, -1.490)  0.07

z:
Density functional theory data (ωB97M-V/def2-TZVPD) for a gas-phase ion, C3H8NO (charge -1).

Computed properties:
orbital gap	6.622	eV
multiplicity	1
charge	-1
LUMO level	4.41	eV

Last column: Löwdin charge in e.
Geometry (Å):
N (0.334, 1.517, 1.907)  -0.05
C (0.357, 1.058, 0.458)  -0.31
C (-0.416, -0.231, 0.252)  -0.26
C (-0.522, -0.901, -1.208)  -0.60
O (0.465, -1.644, -1.652)  -0.35
H (0.168, 0.671, 2.433)  0.03
H (-0.463, 2.129, 2.007)  0.03
H (-0.115, 1.833, -0.158)  0.09
H (1.417, 0.897, 0.236)  0.10
H (0.142, -1.057, 0.758)  0.09
H (-1.411, -0.139, 0.810)  0.10
H (-0.534, 0.031, -1.866)  0.07
H (-1.531, -1.385, -1.069)  0.06

Energetically preferred structure: w | next structure: +0.277 eV

w:
Density functional theory data (ωB97M-V/def2-TZVPD) for a molecular structure, H28O14.

Computed properties:
orbital gap	6.873	eV
multiplicity	1
LUMO level	-0.11	eV

Last column: Löwdin charge in e.
Geometry (Å):
H (-0.321, 0.253, -0.356)  0.06
H (0.915, 0.724, 0.498)  0.09
H (-2.290, 1.946, -2.166)  0.03
H (-2.584, 0.595, -2.311)  -0.07
H (-1.397, 2.790, 1.871)  0.03
H (-0.865, 4.111, 2.395)  0.09
H (0.655, -1.581, -2.055)  0.01
H (-0.320, -2.498, -1.530)  0.04
H (0.873, 4.558, 0.683)  0.03
H (1.089, 3.608, 1.874)  0.07
H (3.667, -2.637, -0.691)  0.12
H (3.074, -1.306, -1.060)  0.00
H (-0.113, -1.722, 1.733)  -0.01
H (1.247, -1.408, 1.498)  0.08
H (2.547, 3.591, 0.660)  0.11
H (1.798, 3.112, -0.718)  0.03
H (3.566, -2.827, 1.468)  0.08
H (2.407, -3.809, 1.352)  0.07
H (-2.371, 0.094, 3.377)  0.07
H (-1.246, -0.852, 3.234)  -0.04
H (-0.426, -4.672, 1.659)  0.05
H (0.588, -3.585, 1.351)  0.01
H (-3.455, -1.524, -2.124)  0.03
H (-2.423, -1.129, -3.145)  -0.01
H (0.717, 2.805, -2.775)  -0.02
H (-0.140, 1.984, -3.536)  0.07
H (-2.415, -2.222, 0.206)  0.05
H (-3.229, -1.041, -0.251)  0.08
O (0.549, -0.041, -0.024)  -0.13
O (-2.656, 1.343, -2.792)  0.02
O (-0.606, 3.190, 2.183)  -0.12
O (0.453, -1.989, -1.250)  -0.04
O (0.512, 4.318, 1.539)  -0.16
O (3.064, -1.896, -0.369)  -0.12
O (0.370, -1.249, 1.102)  -0.14
O (2.218, 3.862, -0.277)  -0.09
O (2.812, -3.030, 0.903)  -0.14
O (-1.405, 0.033, 3.174)  -0.02
O (-0.114, -3.822, 1.985)  -0.06
O (-2.701, -1.825, -2.614)  -0.03
O (-0.060, 2.946, -3.273)  -0.05
O (-2.379, -1.511, -0.429)  -0.07

x:
Density functional theory data (ωB97M-V/def2-TZVPD) for 14 unconnected molecules or ions with the total composition H28O14.

Computed properties:
orbital gap	9.705	eV
multiplicity	1
LUMO level	-0.16	eV

Last column: Löwdin charge in e.
Geometry (Å):
O (0.684, -3.076, -0.441)  -0.05
H (0.859, -3.817, 0.154)  0.08
H (1.373, -3.133, -1.125)  0.08
O (-2.707, -0.143, 0.925)  -0.07
H (-2.690, -0.491, 1.831)  0.06
H (-2.696, -0.936, 0.352)  0.03
O (-0.195, -2.024, -3.745)  -0.08
H (-0.275, -1.121, -3.376)  -0.02
H (-1.091, -2.260, -4.006)  0.02
O (-2.139, -2.599, -0.431)  -0.06
H (-2.388, -3.508, -0.620)  0.06
H (-1.162, -2.618, -0.384)  0.01
O (0.186, -0.091, 0.102)  -0.04
H (-0.671, 0.337, 0.241)  0.00
H (0.007, -0.798, -0.532)  0.03
O (2.318, -0.920, -1.502)  -0.07
H (2.213, 0.047, -1.622)  0.00
H (2.017, -1.081, -0.605)  -0.04
O (-0.513, 0.672, -3.021)  -0.06
H (-0.725, 1.081, -2.157)  0.00
H (-0.015, 1.338, -3.505)  0.06
O (0.572, 3.200, 1.187)  -0.06
H (-0.181, 2.595, 1.117)  -0.01
H (0.290, 3.852, 1.835)  0.04
O (-0.690, -0.648, 3.477)  -0.06
H (-0.446, 0.175, 3.033)  0.01
H (0.128, -0.957, 3.881)  0.04
O (-1.745, 2.024, -0.899)  -0.04
H (-2.631, 1.637, -0.933)  0.07
H (-1.893, 2.971, -0.791)  0.07
O (2.104, 1.825, -1.223)  -0.04
H (2.767, 2.508, -1.376)  0.07
H (1.274, 2.303, -1.108)  0.03
O (2.787, -2.113, 1.173)  -0.07
H (2.711, -1.145, 1.194)  -0.01
H (1.881, -2.430, 1.061)  0.00
O (2.693, 0.720, 1.773)  -0.05
H (2.822, 1.461, 2.372)  0.05
H (1.984, 1.007, 1.180)  0.00
O (-1.890, 2.101, 2.248)  -0.06
H (-2.611, 2.671, 2.533)  0.06
H (-2.316, 1.385, 1.731)  0.00

Energetically preferred structure: x | next structure: +15.865 eV